Record 1
96
Properties=species:S:1:pos:R:3:lowdin_charge:R:1 method="wB97M-V/def2-TZVPD" charge=+2 homo_energy_ev=-12.83 e_tot_ev=-141508.534 multiplicity=1 homo_lumo_gap_ev=1.7718
Cl 3.5750 -5.9670 -7.1317 0.012
Cl 5.9226 -3.8548 -3.0313 0.215
Cl -7.8423 -2.8825 1.9322 0.691
S -0.7780 -0.2702 7.3776 0.629
S -1.3079 0.6973 4.8809 0.622
Al 1.4146 -6.7705 -2.6579 0.966
F -0.5550 -0.2627 9.9733 0.180
F -3.0771 2.6276 4.9258 0.167
F -2.1543 0.9702 9.2265 0.161
F -1.0463 3.3041 4.7475 0.156
F -0.1156 1.6330 9.0495 0.157
F 1.1125 -0.2151 -4.0183 -0.589
F -2.0391 2.4152 3.0499 0.147
O -2.3275 -0.2091 4.4473 -0.187
O -7.0935 -3.7146 2.8333 -0.171
O -0.0272 0.5363 4.2547 -0.212
O -8.8366 -3.6614 1.2718 -0.197
O -6.9118 -2.3362 0.9631 -0.199
O -8.4471 -1.7939 2.6336 -0.183
O -1.6955 -1.3653 7.4240 -0.169
O 4.5419 -2.7095 -4.7966 0.046
O -0.4629 0.7596 -5.0254 0.253
O 0.5034 -5.1015 -2.1911 -0.093
O 0.5994 -0.6195 7.2260 -0.180
N 1.7281 2.8091 -5.2744 -0.056
N -1.2589 0.9652 6.4581 -0.126
N 0.5258 2.6527 -6.0669 0.144
N 4.1923 -0.9046 0.0018 0.139
C -0.9076 0.5638 9.0052 -0.695
C 0.7608 4.4666 -0.5824 -0.197
C 2.8522 -4.3228 -4.8454 -0.057
C 0.0301 1.5676 -5.6389 -0.249
C 3.2282 -2.8728 -2.8474 0.015
C 5.2807 -1.6298 2.2545 -0.047
C 1.6386 3.7836 -4.0818 -0.116
C -3.8781 -1.8811 0.2286 -0.221
C -0.4116 -0.3967 0.7170 -0.193
C -2.8452 -2.9703 0.5565 -0.193
C 2.2089 -3.4683 -2.1908 0.047
C -1.9021 2.3556 4.3725 -0.688
C 1.8327 -4.9274 -4.1847 -0.266
C -3.7850 -0.6263 1.1298 -0.077
C 4.6694 -1.2242 0.9909 -0.257
C 0.2579 4.3852 -3.8325 -0.158
C -1.4228 -2.6592 0.0048 -0.190
C 0.3363 5.6250 -2.8653 -0.169
C 1.4509 -4.5180 -2.7924 -0.478
C 0.8818 0.1862 1.3125 -0.195
C 3.6163 -3.2671 -4.2212 -0.507
C -0.0590 3.5767 0.3650 -0.217
C 0.8418 2.7494 1.3192 -0.177
C -0.1721 5.3287 -1.4472 -0.201
C 1.3519 1.4870 0.5785 -0.181
C -0.5166 -1.9129 1.0207 -0.181
Be 0.0854 -4.6130 -5.7177 0.911
Li 3.7396 2.2027 -4.6924 0.886
H -2.8084 -3.1342 1.6373 0.114
H 1.9238 -3.1801 -1.1867 0.137
H -3.2387 -0.7911 2.0607 0.056
H -0.7302 4.1988 0.9719 0.117
H -1.1925 4.9379 -1.4993 0.120
H -1.2466 0.1090 1.2092 0.085
H 1.9020 3.1996 -3.1859 0.121
H 1.2537 -5.7380 -4.6473 -0.044
H -0.9673 -3.6254 -0.2423 0.084
H 0.7857 0.3263 2.3925 0.074
H 3.8067 -2.0746 -2.3968 0.095
H -0.2515 4.7248 -4.7336 0.119
H 1.3747 3.7891 -1.1994 0.089
H 0.4862 -2.3536 0.9660 0.094
H 2.0479 1.8694 -4.9479 0.095
H 6.3521 -1.7635 2.1190 0.090
H -0.3632 3.6151 -3.3622 0.126
H -0.6994 2.8866 -0.1969 0.111
H 0.8870 1.4562 -0.4160 0.087
H -1.4819 -2.0604 -0.9117 0.101
H 1.3779 5.9638 -2.8688 0.112
H 1.6472 3.3946 1.6812 0.114
H 1.4500 5.0640 0.0207 0.122
H -4.8018 -0.3203 1.4011 0.078
H -4.8998 -2.2815 0.3164 0.079
H 5.1084 -0.8649 3.0092 0.091
H 2.4384 1.4483 0.4623 0.087
H -3.3275 0.1787 0.5485 0.068
H 3.1010 -4.6355 -5.8735 -0.109
H -3.1811 -3.8895 0.0597 0.106
H 4.8437 -2.5676 2.5915 0.088
H -0.9193 -2.0401 2.0309 0.110
H -0.2494 6.3040 -0.9518 0.122
H -0.4365 -0.2720 -0.3712 0.108
H -0.3328 6.3803 -3.2810 0.117
H 2.4098 4.5575 -4.1834 0.133
H 0.2028 2.4403 2.1447 0.074
H 2.4697 3.1601 -5.9174 0.170
H -3.7136 -1.5668 -0.8094 0.107
H 1.6701 -0.5658 1.1609 0.076

Record 2
78
Properties=species:S:1:pos:R:3:lowdin_charge:R:1 method="wB97M-V/def2-TZVPD" smiles="CCC[C@H](C)[C@]1(CCC(N)=O)NC(=O)[C@@H](B(O)N(C)C)[C@@H]1P(N)O.Fc1ccccc1.Fc1ccccc1" homo_energy_ev=-8.40 e_tot_ev=-57164.527 multiplicity=1 homo_lumo_gap_ev=8.8291
P -1.0567 0.0225 1.7809 0.877
F -4.7571 6.5387 4.7292 0.058
F -2.1278 -0.2388 -4.0409 0.055
O -0.8788 1.6474 1.8823 -0.284
O 0.7655 2.5039 -0.3818 0.168
O -3.8148 -3.4216 -2.1810 0.053
O 3.0486 -0.1490 -1.4874 0.097
N -2.9176 -4.5184 -0.3740 0.148
N -0.0624 -0.4276 3.1252 -0.151
N 2.9563 2.4376 0.6336 -0.088
N 1.1632 -1.5027 -1.3546 0.157
C 1.4851 0.2009 0.3544 -0.099
C -1.8834 4.8221 3.3815 -0.090
C 0.7959 -1.5075 -5.7313 -0.077
C 2.0215 -0.4720 -0.9082 -0.378
C -2.8777 5.2060 4.2700 -0.016
C 0.7602 0.8910 -5.8876 -0.080
C 3.7217 1.7070 1.6568 -0.084
C -0.3904 -1.4838 -5.0121 -0.026
C -0.9815 -0.2639 -4.7490 -0.295
C -1.3215 -1.6386 -1.3065 -0.128
C 1.9132 -4.4070 3.3200 -0.098
C 3.8298 2.7446 -0.5173 -0.079
C 1.4052 -3.0410 1.2058 -0.139
C -2.6227 -2.0581 -0.5861 -0.103
C -1.8093 5.3989 2.1211 -0.096
C 0.1725 -2.9669 0.2716 -0.273
C -3.1841 -3.3640 -1.1303 -0.501
C 1.3724 -0.3229 -6.1677 -0.091
C -2.7351 6.3630 1.7455 -0.081
C -3.7878 6.1641 3.8724 -0.288
C 1.1076 -3.2450 2.7061 -0.249
C -0.0433 -1.6198 -0.4740 -0.386
C -0.4290 0.9270 -5.1745 -0.016
C -3.7362 6.7502 2.6236 -0.016
C 0.3365 -4.0879 -0.7807 -0.055
C 0.0127 -0.2712 0.3186 -0.321
B 1.7334 1.7559 0.2206 -0.594
H -2.7259 -4.2767 0.5875 0.079
H 4.2044 3.7659 -0.4567 0.079
H 1.2699 -2.4543 -5.9505 0.107
H -1.2156 -2.2984 -2.1627 0.095
H -0.2110 -3.8935 -1.6963 0.064
H -0.2689 0.2259 3.8737 0.037
H -0.0266 -5.0323 -0.3913 0.079
H -0.6880 -3.2526 0.8693 0.100
H -2.5039 -2.1574 0.4854 0.066
H 0.0522 -3.4539 2.8643 0.092
H 1.0655 3.4132 -0.4143 0.107
H -0.9247 1.8614 -4.9478 0.118
H -1.4995 -0.6573 -1.7310 0.107
H 1.3783 -4.1672 -1.0629 0.076
H 3.3259 2.6246 -1.4712 0.083
H 2.7678 -4.6687 2.7034 0.066
H -1.0308 5.0966 1.4332 0.099
H -1.7416 2.0590 1.8856 0.035
H -4.4708 7.4953 2.3497 0.118
H -0.8560 -2.3946 -4.6585 0.118
H 2.3067 -4.1442 4.2973 0.064
H -2.6779 6.8164 0.7654 0.105
H 1.3131 -5.3031 3.4485 0.067
H 3.0664 1.4091 2.4694 0.082
H 1.9771 -3.9126 0.9098 0.093
H -0.4200 -1.3203 3.4396 0.005
H 2.2989 -0.3462 -6.7248 0.102
H -3.7232 -5.1309 -0.3785 0.103
H 1.2106 1.8151 -6.2230 0.105
H 1.8839 -0.2349 1.2673 0.112
H 4.6995 2.0934 -0.5387 0.083
H 1.3817 -2.3596 3.2633 0.071
H -0.4578 0.4406 -0.3674 0.102
H -1.1640 4.0679 3.6728 0.100
H -3.3895 -1.3119 -0.7531 0.123
H 4.1378 0.7853 1.2432 0.088
H 0.8237 -1.1743 -2.2606 0.137
H 4.5233 2.3277 2.0400 0.086
H 2.0753 -2.1986 1.0881 0.102
H -2.9504 4.7731 5.2586 0.117

Record 3
72
Properties=species:S:1:pos:R:3:lowdin_charge:R:1 method="wB97M-V/def2-TZVPD" charge=+2 e_above_lowest_kcal_mol=8.2 homo_energy_ev="-13.80 / -14.10" e_tot_ev=-157376.175 multiplicity=4 homo_lumo_gap_ev="6.2979 / 4.9143"
Br 3.8788 5.5952 -0.4745 0.875
Co -0.4846 0.0708 0.3707 0.225
P -1.2306 -1.8666 0.2689 0.943
P 2.9938 -0.4587 0.9935 1.234
O -0.4885 0.6390 3.2372 0.164
N -5.4182 2.3809 -2.2916 0.069
C 1.4988 4.2680 0.2890 -0.094
C 2.5803 3.3595 -1.6842 -0.101
C -0.4039 0.4389 2.0809 -0.111
C 1.5437 2.4380 -1.8474 -0.044
C -4.0593 2.4479 -0.3096 -0.003
C -3.0935 1.5895 -0.9014 -0.216
C 0.4482 3.3599 0.1267 -0.013
C -0.5261 1.2780 -0.9896 -0.200
C -2.9876 -2.2663 -0.1643 -0.350
C -0.4503 -2.8814 -1.0917 -0.362
C -4.0546 -1.4631 0.5546 -0.119
C -1.5600 -4.2986 1.7852 -0.117
C -0.8762 -2.9285 1.7429 -0.370
C 2.2718 -0.7235 -0.6632 -0.366
C -4.5435 1.5568 -2.8588 -0.112
C 2.0967 -0.9066 2.4834 -0.397
C 3.2439 -1.5717 -1.5078 -0.109
C 2.9576 -1.6173 3.5198 -0.102
C -0.3107 -2.2002 -2.4486 -0.129
C 0.5133 2.3533 -0.8667 -0.224
C 3.2267 1.3495 1.0273 -0.351
C 2.5518 4.3131 -0.6448 -0.706
C -5.1909 2.8614 -1.0605 -0.091
C 4.6762 1.7169 0.6875 -0.114
C -1.7868 1.3867 -0.1816 -0.155
C -3.3861 1.0815 -2.1894 -0.013
H 4.9211 1.4688 -0.3521 0.082
H 0.5136 -3.2133 -0.6944 0.078
H 3.4137 3.3766 -2.3833 0.119
H -4.3180 -1.9038 1.5217 0.084
H -3.1461 -3.3444 -0.0023 0.087
H -1.7791 2.0517 0.7114 0.098
H -1.2858 -2.0210 -2.9242 0.080
H 1.2827 -1.2181 -0.5508 0.025
H 3.6864 -2.2811 3.0490 0.078
H 0.2154 -3.0822 1.7604 0.067
H 0.2729 -2.8455 -3.1218 0.094
H -3.7410 -0.4265 0.7197 0.049
H -0.6515 0.8846 -2.0130 0.126
H -2.7441 0.3626 -2.6968 0.098
H -1.1317 -2.3319 2.6347 0.088
H 2.9417 1.7119 2.0240 0.106
H -2.6456 -4.2115 1.8693 0.075
H 5.3646 1.1490 1.3241 0.080
H -5.9223 3.5827 -0.6787 0.122
H 1.4669 4.9905 1.1035 0.119
H -1.3369 -4.8923 0.8906 0.080
H 1.5266 1.7921 -2.7423 0.138
H 2.8229 -1.7667 -2.5053 0.087
H 1.2384 -1.5313 2.1892 0.041
H -0.4548 3.5245 0.7313 0.128
H 1.7510 0.0414 2.9079 0.064
H -3.9920 2.8214 0.7078 0.113
H -3.0515 -2.0998 -1.2494 0.084
H -1.1853 -4.8513 2.6592 0.094
H 3.4915 -0.8731 4.1118 0.091
H -1.0793 -3.7761 -1.1648 0.093
H 2.5066 1.7753 0.3160 0.033
H 4.1973 -1.0309 -1.6276 0.086
H -4.9397 -1.4604 -0.0930 0.093
H 4.8500 2.7899 0.8376 0.073
H 0.2137 -1.2368 -2.3833 0.039
H -4.7649 1.2529 -3.8925 0.121
H 3.4507 -2.5401 -1.0223 0.087
H 2.3074 -2.1982 4.1805 0.095
H 2.1041 0.2578 -1.1438 0.061